No. 1
{
  "formula": "C9H12ClN4PdS",
  "method": "ωB97M-V/def2-TZVPD",
  "symbols": ["Pd", "C", "C", "N", "N", "C", "N", "S", "C", "C", "C", "C", "C", "N", "H", "H", "H", "H", "H", "H", "H", "H", "H", "H", "Cl", "C", "H", "H"],
  "coordinates": [[-0.367, -1.783, 0.842], [0.353, 1.894, -1.979], [0.250, 0.909, -0.856], [0.330, -0.352, -0.935], [0.575, -1.008, -2.096], [0.700, -2.358, -2.049], [0.972, -2.947, -3.213], [0.595, -3.286, -0.634], [0.079, 1.428, 0.554], [-0.092, 2.777, 0.789], [-0.153, 3.221, 2.107], [-0.023, 2.299, 3.123], [0.131, 0.958, 2.787], [0.168, 0.523, 1.533], [0.518, 1.432, -2.950], [1.170, 2.593, -1.802], [-0.569, 2.473, -2.049], [0.699, -0.508, -2.965], [1.056, -2.440, -4.078], [1.067, -3.948, -3.241], [-0.171, 3.479, -0.027], [-0.295, 4.271, 2.323], [-0.041, 2.599, 4.161], [0.219, 0.200, 3.555], [-2.239, -1.878, 2.576], [-1.556, -3.142, 1.555], [-2.287, -3.482, 0.829], [-1.089, -3.924, 2.142]],
  "forces_ev_per_angstrom": [[0.1, -0.5, -0.6], [0.0, 0.0, 0.0], [0.0, 0.5, 0.3], [0.2, -0.1, 0.1], [-0.2, -0.3, 0.3], [0.2, 0.2, -0.1], [0.0, -0.2, 0.0], [-0.2, 0.2, 0.0], [0.1, -0.2, -0.7], [0.0, 0.2, 0.2], [0.0, 0.0, -0.2], [0.0, -0.1, 0.1], [-0.1, 0.0, 0.0], [0.0, 0.3, 0.2], [0.0, 0.0, 0.0], [0.0, 0.0, 0.0], [0.0, 0.0, 0.0], [0.0, 0.0, 0.0], [0.0, 0.0, 0.0], [0.0, 0.0, 0.0], [0.0, 0.0, 0.0], [0.0, 0.0, 0.0], [0.0, 0.0, 0.0], [0.0, 0.0, 0.0], [-0.1, 0.0, 0.1], [0.2, 0.1, 0.2], [0.0, -0.1, 0.0], [-0.1, 0.0, 0.1]],
  "lowdin_charge": [0.47, 0.00, -0.23, 0.00, 0.01, -0.77, 0.12, 0.74, -0.22, 0.00, -0.03, -0.03, -0.12, 0.04, 0.07, 0.10, 0.10, 0.15, 0.12, 0.11, 0.11, 0.12, 0.12, 0.11, 0.57, -0.70, 0.02, 0.02],
  "gap_ev": 8.342,
  "charge": 1,
  "homo_energy_ha": -0.4351
}

***

No. 2
{
  "formula": "C7H12NOS",
  "method": "ωB97M-V/def2-TZVPD",
  "symbols": ["C", "C", "C", "C", "C", "C", "C", "N", "O", "S", "H", "H", "H", "H", "H", "H", "H", "H", "H", "H", "H", "H"],
  "coordinates": [[0.092, -1.097, -0.105], [0.574, -2.244, -0.456], [-1.922, 1.289, -0.654], [-2.427, 0.424, 0.466], [-0.455, 1.702, -0.638], [0.752, 1.075, 0.074], [2.317, -0.442, 1.066], [0.873, -0.198, 0.738], [0.118, 2.212, 0.574], [-3.751, -0.644, 0.400], [1.622, -2.492, -0.410], [-0.057, -2.862, -1.191], [-2.429, 0.959, -1.642], [-2.423, 2.203, -0.385], [-1.969, 0.473, 1.491], [-0.264, 2.485, -1.562], [1.640, 1.251, -0.470], [2.586, -1.549, 1.301], [2.960, -0.158, 0.333], [2.548, 0.140, 1.974], [0.513, 0.014, 1.657], [-4.103, -0.258, -0.914]],
  "forces_ev_per_angstrom": [[-3.0, 0.5, 1.4], [-0.3, -1.6, -2.7], [-1.2, -0.8, 0.2], [1.5, -2.0, 0.3], [1.1, 1.1, -1.7], [-1.4, 2.2, -3.3], [-0.1, -2.6, 3.2], [1.1, 0.7, 0.8], [-0.4, -0.5, 0.9], [0.4, 1.7, -1.5], [0.3, -0.5, 0.3], [1.0, 0.7, 1.4], [1.6, 0.5, 1.4], [-0.5, 1.1, -0.2], [-0.5, 0.2, -1.2], [-0.2, -2.3, 2.3], [1.1, 0.5, -0.3], [-1.1, 1.9, -0.4], [1.5, 0.9, -2.4], [-0.1, -0.2, -0.4], [-1.1, -0.8, 0.4], [0.2, -0.7, 1.3]],
  "lowdin_charge": [-0.13, -0.02, -0.20, -0.43, -0.18, -0.25, 0.02, -0.11, 0.04, 0.94, 0.05, 0.09, 0.16, 0.13, 0.09, 0.21, 0.15, 0.14, 0.06, 0.12, 0.17, -0.03],
  "gap_ev": [6.912, 5.938],
  "charge": 1,
  "homo_energy_ha": [-0.4359, -0.4133]
}

***

No. 3
{
  "formula": "CClO2S",
  "method": "ωB97M-V/def2-TZVPD",
  "symbols": ["C", "O", "O", "S", "Cl"],
  "coordinates": [[-0.695, -0.522, -0.199], [0.028, -1.279, -0.712], [0.621, 0.714, 0.610], [-2.113, -0.023, 0.235], [2.158, 1.111, 0.066]],
  "forces_ev_per_angstrom": [[2.8, -0.6, -0.6], [-0.1, -0.6, -0.6], [-0.5, 0.7, 0.5], [-1.8, 0.9, 0.8], [-0.4, -0.4, -0.2]],
  "lowdin_charge": [-1.02, 0.00, -0.93, 0.62, 0.33],
  "gap_ev": 7.506,
  "charge": -1,
  "homo_energy_ha": -0.1468
}

***

It is found that the M values, taken in the order of the records, are 350.163 158.246 111.529 g mol⁻¹.
It is found that the energy relative to the best compared isomer or geometry (same formula, charge and spin) values, taken in the order of the records, are 14.8 166.0 58.6 kcal per mole.